[1]
Molecular formula: C21H24FOPt
Method: DFT, the ωB97M-V functional and the def2-TZVPD basis

As for the spin multiplicity: 5. As for the LUMO energy (spin up / spin down): 0.100 / 0.077 Eh. The orbital gap (spin up / spin down) is 4.006 / 5.592 eV. As for the expectation value of S²: 6.035. Its charge is -1.

CARTESIAN COORDINATES (ANGSTROEM)
Pt1 0.0352 0.5895 1.1205
F1 -0.3505 -4.5710 4.4532
O1 0.0159 -0.6371 -0.9687
C1 -1.4444 2.0330 1.8481
C2 -2.1655 0.7843 1.4210
C3 -0.0743 -3.5466 2.3407
C4 -0.3054 -1.0195 3.5885
C5 -1.0810 2.7809 0.6085
C6 2.3557 0.8527 -0.4503
C7 0.5918 1.3864 -3.3535
C8 -0.1026 -1.1339 2.2256
C9 -0.3903 -2.2104 4.3932
C10 0.5051 -1.2189 -3.4158
C11 -1.6734 2.0657 -0.5544
C12 -1.6729 0.1630 -3.5118
C13 -0.2690 -3.4250 3.7032
C14 1.6642 2.2981 1.3069
C15 0.0125 -2.3501 1.5831
C16 2.2107 0.0633 0.7814
C17 1.9920 2.2560 -0.1169
C18 1.9626 0.9913 1.9049
C19 -2.2734 0.8128 -0.0520
C20 -0.2190 0.2128 -3.5644
C21 0.5425 -1.6014 -1.9518
H1 -1.9128 0.0426 -4.5893
H2 -0.0963 -1.9359 -4.0269
H3 -2.6325 0.1151 2.0648
H4 -0.5345 -2.1556 5.4335
H5 -2.1065 1.1106 -3.1582
H6 -2.7762 0.1199 -0.6431
H7 2.7465 0.5386 -1.3386
H8 1.6449 1.2085 -3.0425
H9 2.4914 -0.9665 0.8707
H10 -0.0395 -2.5457 -1.7535
H11 -0.6286 3.6999 0.5542
H12 2.0643 0.7659 2.9369
H13 0.1652 2.1528 -2.6707
H14 0.0129 -4.5074 1.8632
H15 1.4334 3.1872 1.8559
H16 -1.7282 2.4193 -1.4986
H17 -1.3403 2.3699 2.8263
H18 2.0534 3.0378 -0.7782
H19 0.1567 -2.3596 0.5107
H20 0.5998 1.7999 -4.3843
H21 -0.3918 -0.0548 4.0357
H22 -2.1601 -0.6708 -2.9479
H23 1.5889 -1.8224 -1.5954
H24 1.5228 -1.1252 -3.8638

natural (NBO) atomic charge list, values in e, 5 entries: 1.074, -0.363, -0.828, -0.383, -0.338


[2]
Molecular formula: C3H5FS
Method: DFT, the ωB97M-V functional and the def2-TZVPD basis

The SMILES is CC(=S)CF. As for the LUMO energy: -0.012 Eh. The orbital gap is 8.573 eV. Its charge is 0.

CARTESIAN COORDINATES (ANGSTROEM)
S1 -1.7070 -0.4026 -0.1393
F1 2.0661 -0.3665 -0.4711
C1 -0.2997 0.1315 0.2530
C2 0.1373 1.5758 0.0670
C3 1.0360 -0.7044 0.4625
H1 1.3778 -0.2403 1.3626
H2 0.5553 1.5832 -0.8929
H3 1.0359 -1.8668 0.5497
H4 1.0153 1.7601 0.5991
H5 -0.5083 2.4867 0.1542

natural (NBO) atomic charge list, values in e, 5 entries: 0.148, -0.375, -0.157, -0.690, -0.005


[3]
Molecular formula: C3H5F3O2
Method: DFT, the ωB97M-V functional and the def2-TZVPD basis

The SMILES is C[C@@](O)(F)C(O)(F)F. As for the LUMO energy: 0.025 Eh. The orbital gap is 12.168 eV. Its charge is 0.

CARTESIAN COORDINATES (ANGSTROEM)
F1 -0.5191 -1.5996 0.9826
F2 -2.9704 -0.5103 0.0250
F3 -1.7633 1.0560 -0.9231
O1 -0.6825 -1.5169 -1.1845
O2 -1.8748 0.9328 1.2563
C1 -0.5580 -0.7822 -0.0714
C2 -1.7556 0.1665 0.1376
C3 0.6784 0.1015 -0.1922
H1 0.4741 1.0725 0.3081
H2 1.5952 -0.4107 0.0775
H3 0.1328 -2.0248 -1.2586
H4 -2.4924 1.7453 1.1213
H5 0.9049 0.4933 -1.1606

natural (NBO) atomic charge list, values in e, 5 entries: -0.329, -0.347, -0.357, -0.668, -0.707


[4]
Molecular formula: C7H12
Method: DFT, the ωB97M-V functional and the def2-TZVPD basis

The SMILES is C=C(C)C/C=C/C. As for the LUMO energy: 0.042 Eh. The orbital gap is 9.927 eV. Its charge is 0.

CARTESIAN COORDINATES (ANGSTROEM)
C1 -2.2122 -0.8909 -0.8267
C2 -1.7301 -0.5473 1.6080
C3 1.6366 0.2850 -0.7895
C4 3.1138 0.0862 -0.5901
C5 -1.6291 -0.1846 0.1419
C6 0.7756 0.6529 0.1510
C7 -0.6711 0.9476 -0.1673
H1 -3.0776 -1.5075 -0.6044
H2 3.3820 0.5013 0.3656
H3 1.1945 0.1195 -1.7608
H4 -2.1567 0.3220 2.1160
H5 -2.3373 -1.4317 1.7751
H6 3.3584 -0.9768 -0.5277
H7 3.6258 0.5124 -1.4491
H8 -0.7764 1.2897 -1.1947
H9 -0.7139 -0.7397 1.9424
H10 1.0729 0.7411 1.1928
H11 -1.0312 1.7594 0.4551
H12 -1.8239 -0.9387 -1.8375

natural (NBO) atomic charge list, values in e, 5 entries: -0.430, -0.648, -0.169, -0.641, 0.060


[5]
Molecular formula: C21H36MnN12O2
Method: DFT, the ωB97M-V functional and the def2-TZVPD basis

As for the spin multiplicity: 6. As for the LUMO energy (spin up / spin down): -0.005 / -0.005 Eh. The orbital gap (spin up / spin down) is 3.353 / 3.766 eV. As for the expectation value of S²: 8.793. Its charge is 0.

CARTESIAN COORDINATES (ANGSTROEM)
Mn1 0.5968 0.0338 -0.3545
O1 0.2056 -0.4121 1.7966
O2 0.4684 -2.1759 3.1571
N1 -0.9269 1.1076 -0.7127
N2 -0.6798 -2.8444 5.6428
N3 -1.5194 -0.9394 4.7281
N4 1.4095 0.9228 -2.2364
N5 -2.5150 2.1709 -2.2868
N6 2.5528 1.7686 -3.9267
N7 3.1079 3.7900 -2.8799
N8 -2.9519 -2.4041 5.7917
N9 2.4387 2.5870 -2.9158
N10 -1.2990 -1.7371 0.0418
N11 1.7688 2.1320 -1.8982
N12 2.0314 -0.9761 -0.2741
C1 -3.0788 -1.4125 2.7184
C2 -1.6775 1.6940 -1.3910
C3 4.0245 -2.2887 -0.4460
C4 -3.4210 3.6212 -4.5796
C5 -2.7391 1.4510 -3.5470
C6 -2.4408 -0.4082 3.7051
C7 4.1434 -0.1817 0.8030
C8 -2.5167 2.3951 -4.7218
C9 1.8939 0.7220 -3.4637
C10 -3.1659 4.3284 -3.2460
C11 5.3688 -2.4926 -0.1986
C12 -2.2844 -2.6296 2.1866
C13 3.5935 1.0996 1.3786
C14 -1.0215 -2.3932 1.3227
C15 5.4849 -0.4518 1.0344
C16 0.0084 -1.5921 2.1376
C17 -3.3330 3.3625 -2.0764
C18 3.3332 -1.1155 0.0286
C19 6.1189 -1.5868 0.5419
C20 3.2204 -3.2818 -1.2338
C21 -1.7201 -2.0687 5.3663
H1 1.7776 -0.1951 -4.0175
H2 -2.1482 4.7272 -3.2312
H3 -0.5358 -0.8939 4.4026
H4 -4.3843 3.0631 -1.9908
H5 -3.7695 1.0765 -3.5624
H6 -2.9769 -3.0674 6.5500
H7 -3.5633 -1.6149 5.9380
H8 -1.6983 -2.3915 -0.6180
H9 -3.8571 5.1629 -3.1181
H10 2.7045 -2.7879 -2.0639
H11 -1.8465 0.3097 3.1503
H12 5.8559 -3.3852 -0.5891
H13 -3.2470 4.3142 -5.4040
H14 3.5717 3.8901 -3.7706
H15 3.8326 1.9601 0.7468
H16 -2.7224 1.8695 -5.6557
H17 -2.9920 -3.2051 1.5836
H18 -1.9949 -3.2717 3.0222
H19 -2.0660 0.5975 -3.5859
H20 -0.5673 -3.3635 1.1233
H21 -3.4013 -0.8028 1.8695
H22 -0.8742 -3.7847 5.9475
H23 -1.4681 2.7038 -4.7315
H24 3.8581 -4.0786 -1.6295
H25 7.1712 -1.7636 0.7418
H26 2.4489 4.5396 -2.7316
H27 -3.9836 -1.8143 3.1788
H28 0.0851 -2.7444 4.9593
H29 -1.9678 -0.9922 0.1854
H30 2.5195 1.0606 1.4839
H31 -3.2493 0.1389 4.1989
H32 2.4416 -3.7300 -0.6050
H33 6.0599 0.2600 1.6256
H34 -4.4678 3.3045 -4.6285
H35 -3.0354 3.8268 -1.1386
H36 4.0113 1.2876 2.3716

Mulliken atomic charge list, values in e, 5 entries: 0.112, -0.493, -0.852, -0.526, -0.451


[6]
Molecular formula: C24H65N5O9
Method: DFT, the ωB97M-V functional and the def2-TZVPD basis

As for the LUMO energy: 0.007 Eh. The orbital gap is 7.612 eV. Its charge is 0.

CARTESIAN COORDINATES (ANGSTROEM)
O1 -4.6689 -1.6232 2.9318
O2 4.8712 0.0240 1.0164
O3 -3.0106 1.6386 0.2195
O4 1.6926 -1.8892 -0.2840
O5 -1.7289 3.6271 -3.9718
O6 -2.4611 5.2657 2.9634
O7 1.4224 4.6699 4.3341
O8 3.9866 -8.3483 -2.8130
O9 -2.9639 -1.7548 -3.5020
N1 -0.1962 1.0982 0.7373
N2 -2.5915 -0.9657 0.0173
N3 2.6829 -4.9909 -2.0761
N4 2.3950 2.5666 1.4662
N5 -1.5225 3.9740 -0.3907
C1 -4.2530 -0.8650 1.8141
C2 -5.9821 -1.2765 3.4670
C3 1.1752 4.4263 5.6909
C4 -1.8331 5.0319 0.5017
C5 2.6726 -4.1623 -0.8392
C6 0.3893 -2.3153 0.1188
C7 3.6467 0.5600 0.9007
C8 5.1063 -0.8658 -0.0965
C9 3.5441 -6.9752 -3.0977
C10 4.3372 -8.9907 -3.9817
C11 -1.7017 4.4113 -1.7489
C12 2.2514 3.8159 2.2418
C13 -2.5810 4.8010 4.2557
C14 -1.6397 2.4359 -4.8498
C15 -3.0099 -1.6718 -1.1668
C16 -2.1497 -1.6743 -4.6169
C17 -2.4621 -1.0309 -2.4488
C18 1.9267 3.5403 3.7247
C19 -1.6792 3.1625 -2.6411
C20 2.3148 -2.7203 -1.2561
C21 3.7213 1.9478 1.7533
C22 -3.0715 -1.4960 1.2616
C23 -1.8278 4.4303 2.0616
C24 3.2776 -6.2850 -1.7501
H1 -0.8161 2.0322 -4.4789
H2 3.1666 0.8059 -0.1298
H3 -6.1420 -1.7813 4.4800
H4 -2.3270 -1.3791 2.0417
H5 5.2537 -8.6729 -4.2293
H6 4.6294 2.5296 1.2440
H7 0.5810 3.4645 5.9470
H8 4.6114 -9.9818 -3.9711
H9 3.8928 1.8849 2.8831
H10 -6.8152 -1.4534 2.7295
H11 2.8663 3.2864 4.0008
H12 1.9481 -4.6143 -0.0442
H13 2.4698 2.8725 0.4499
H14 -2.7880 0.1456 0.0767
H15 -1.1886 5.8663 0.2732
H16 -2.0652 3.0768 -0.0767
H17 -3.2991 5.0665 4.9621
H18 -5.0292 -0.9109 1.0473
H19 2.0893 4.0892 6.3005
H20 -2.7618 -2.6947 -1.0067
H21 2.7327 -6.9512 -3.9124
H22 3.5442 -8.8396 -4.8842
H23 -1.5071 4.7698 4.5527
H24 0.5171 5.3607 6.1148
H25 -0.7060 0.9498 0.0432
H26 -0.7675 0.8192 1.4608
H27 -2.6481 3.7779 4.1675
H28 -0.9929 5.2729 -1.9996
H29 6.2286 -1.0878 -0.0551
H30 -2.6399 -0.0134 -2.6117
H31 -6.0515 -0.0778 3.5944
H32 -0.8330 4.2991 2.3217
H33 -2.6659 2.7798 -2.3667
H34 -2.6642 1.8729 -4.7807
H35 0.0271 2.0890 0.8090
H36 2.8554 -0.0682 1.3427
H37 1.6226 -2.5466 -2.1412
H38 -1.2757 -2.0752 -4.4103
H39 -0.2620 -2.4825 -0.7578
H40 4.0290 -6.4853 -0.9826
H41 1.4412 2.5541 3.7184
H42 -2.6935 4.7676 -1.9112
H43 2.4877 -6.9676 -1.1803
H44 -1.6360 -0.6200 -4.9559
H45 3.1931 -2.1254 -1.6017
H46 -4.1154 0.1454 2.1285
H47 4.3799 -6.5192 -3.4113
H48 -2.3754 3.4417 1.7798
H49 3.6051 -4.2082 -0.4062
H50 3.2730 -4.5463 -2.6801
H51 -2.5479 -2.1425 -5.5151
H52 -3.0657 -2.4362 1.4707
H53 1.4489 4.3324 1.7714
H54 3.2036 4.3060 2.1143
H55 -1.4446 -1.1576 -2.2414
H56 -2.8895 5.2589 0.4178
H57 0.4297 -3.3344 0.3445
H58 0.5562 0.5115 0.6671
H59 -0.7893 2.5832 -2.4458
H60 -0.0351 -1.6106 0.9117
H61 4.4567 -1.5788 0.0941
H62 -1.2781 2.7939 -5.6602
H63 -3.5656 2.1404 0.7599
H64 -4.0483 -1.6087 -1.0511
H65 5.1112 -0.5014 -1.0680

Mulliken atomic charge list, values in e, 5 entries: -0.379, -0.369, -1.151, -0.288, -0.500


Short version: ΔE to the lowest compared entry with this formula, charge and spin = 0.0 25.4 0.0 29.6 30.6 15.6 kcal/mol, in the order given.
Short version: E_tot = -1108.66369 -615.29647 -567.38487 -273.86135 -2780.22085 -1903.67833 hartree, in the order given.
Short version: molar mass = 506.50 92.14 130.06 96.17 543.54 567.81 g/mol, in the order given.